Record 1
# C34H60F18N7O30P

A 14-piece molecular cluster, C34H60F18N7O30P overall at a distorted geometry (ωB97M-V with the def2-TZVPD basis set, OMol25).

Values from the calculation:
Kohn-Sham gap   0.3902 hartree
Total charge   0
E   -6110.29632 hartree
LUMO   -0.23 eV
HOMO level   -10.8 eV
F_max   5.7 eV/A

XYZ file:
```
150
Properties=species:S:1:pos:R:3:forces:R:3
C 6.64397 -6.79118 1.09964 -0.4 0.3 0.2
N 6.33791 -7.87077 2.10896 -0.7 -1.7 -1.1
O 5.25328 -8.48126 2.00432 1.7 1.5 0.3
O 7.23236 -8.18086 2.86778 -0.4 0.4 0.0
H 6.77907 -5.87222 1.67005 -0.2 0.0 -0.1
H 5.81791 -6.73562 0.39067 0.1 0.0 0.3
H 7.57824 -6.99303 0.57570 -0.1 -0.4 0.3
C -6.15995 -3.25536 4.18215 -0.7 0.3 -0.5
N -7.31568 -2.42063 4.56832 -2.8 1.9 0.5
O -7.72996 -2.49136 5.72564 0.8 -0.1 -1.3
O -7.86897 -1.68350 3.70400 1.8 -1.9 1.6
H -5.80933 -3.82988 5.03953 0.0 0.4 -0.2
H -5.47973 -2.51989 3.75264 0.3 -0.6 0.0
H -6.61018 -3.89705 3.42477 0.6 -0.1 -0.2
C 5.99127 -1.82497 -5.58090 0.4 2.1 -2.2
N 5.52489 -2.68505 -4.54407 1.0 1.9 1.9
O 5.49320 -2.23721 -3.40101 -0.2 -0.2 -0.4
O 5.26952 -3.78074 -4.87876 -1.0 -3.1 -0.3
H 5.49361 -0.85739 -5.51582 -0.1 -0.1 0.1
H 5.79085 -2.27456 -6.55342 -0.1 -0.1 0.3
H 7.05686 -1.59818 -5.54653 0.0 -0.4 0.6
C 1.56929 -8.85640 6.10165 0.1 0.4 -0.3
N 0.54447 -8.61560 5.01591 1.4 -1.3 1.1
O 0.57347 -9.37636 4.08079 -0.3 0.0 -0.6
O -0.23237 -7.72865 5.21794 -0.9 1.0 -0.3
H 2.53125 -8.48837 5.74488 -0.2 0.2 -0.1
H 1.69655 -9.93020 6.23898 -0.4 0.2 0.2
H 1.22161 -8.26566 6.94914 0.2 -0.4 0.0
C 0.74740 3.48077 5.19382 0.3 0.4 -0.7
N 2.17205 2.91902 4.97984 0.4 1.0 0.1
O 2.31315 1.75257 5.30487 0.1 0.8 -0.4
O 3.07360 3.67317 4.55823 -2.1 -1.5 0.8
H 0.52385 4.24465 4.44910 0.4 -0.2 -0.2
H 0.67686 4.00895 6.14469 0.4 -0.5 0.2
H 0.02205 2.67403 5.08829 0.4 0.0 0.3
C -3.75830 -8.08352 0.46931 -0.6 0.2 -0.4
N -2.61054 -7.20881 0.09997 1.9 0.3 0.8
O -2.78931 -5.98927 0.15187 0.2 -1.5 -0.4
O -1.51871 -7.76433 -0.11718 -2.1 1.0 0.1
H -3.49793 -8.76431 1.27977 0.3 0.2 -0.2
H -4.04025 -8.64374 -0.42217 0.2 -0.1 0.1
H -4.58372 -7.42511 0.74000 0.2 -0.1 0.1
C 1.10883 -2.57881 8.44932 0.3 -0.9 0.5
N 2.51905 -3.12889 8.33912 0.5 0.3 1.4
O 2.71499 -3.98761 7.52686 0.0 -0.5 -0.9
O 3.37700 -2.73317 9.13493 -1.3 0.0 -0.8
H 1.03894 -2.25053 9.48636 -0.1 0.9 -0.5
H 0.39474 -3.39803 8.36535 0.4 -0.3 -0.2
H 0.92326 -1.92914 7.59398 0.2 0.4 0.6
C -6.56897 -4.78181 -5.03850 0.2 0.8 -0.3
O -6.24143 -4.73068 -6.41928 -0.2 -0.4 -1.4
P -6.89326 -5.67613 -7.54384 0.1 0.5 1.5
O -6.44775 -5.31765 -8.88273 -0.1 -0.2 -0.2
O -8.47363 -5.53546 -7.23627 2.2 -0.7 0.8
C -9.44755 -6.00091 -8.14490 -0.2 0.7 -0.9
O -6.47906 -7.13901 -7.02747 -1.0 -0.1 0.4
C -5.19976 -7.67632 -7.33606 0.8 0.5 -1.3
H -6.10944 -3.87793 -4.63858 -0.2 0.0 0.2
H -6.08193 -5.62015 -4.54042 -0.5 -0.3 -0.1
H -7.65491 -4.71007 -4.97789 0.1 -0.4 0.6
H -10.39374 -5.88719 -7.61587 0.0 -0.2 -0.3
H -9.29524 -6.99800 -8.55807 0.1 -0.2 0.6
H -9.37057 -5.32601 -8.99736 -0.6 0.0 -0.2
H -5.29723 -8.42422 -8.12297 -0.1 0.0 0.0
H -4.61693 -8.12280 -6.53042 -0.8 0.2 0.6
H -4.58873 -6.86829 -7.73836 0.2 -0.1 -0.1
C 1.78066 -2.48793 1.82938 -0.7 -0.8 0.0
C 0.27565 -2.14163 2.05984 1.9 0.0 1.8
O -0.09637 -1.47469 0.87123 -0.5 -0.8 -0.9
C -0.94014 -0.47654 0.88851 0.9 1.3 3.0
O -1.37914 -0.00590 1.92137 -0.5 -0.3 -1.5
C -0.99422 0.20731 -0.48014 0.2 1.1 0.7
F -2.09092 -0.13713 -1.09579 -1.1 -0.6 -1.0
F -1.01187 1.55256 -0.36567 0.0 -0.4 0.3
F 0.07128 -0.10619 -1.18649 0.3 -0.2 -0.7
H 2.20569 -3.17090 2.56490 -0.3 0.1 0.3
H 2.42089 -1.60576 1.82892 -0.3 0.2 0.0
H 1.91092 -3.00801 0.88035 -0.1 0.1 -0.1
H 0.20657 -1.55680 2.97707 0.2 1.2 -0.5
H -0.41671 -2.89411 2.43733 0.0 -0.9 -1.4
C -2.59985 11.60304 -4.85332 0.8 -0.2 0.9
C -1.78409 10.41537 -4.20752 -0.1 1.7 0.7
O -2.57634 9.28835 -3.98950 -3.2 -2.0 1.3
C -3.47372 9.36469 -2.88993 3.2 2.6 -0.1
O -3.41515 10.29437 -2.08168 -1.1 -3.0 -2.1
C -4.32368 8.06855 -2.79507 -0.1 -1.6 -1.1
F -5.49864 8.23891 -2.25728 -0.8 1.0 0.6
F -4.56516 7.50441 -4.02011 0.7 0.8 0.7
F -3.70538 7.12896 -2.05212 0.4 0.6 -0.3
H -2.13756 11.98537 -5.76338 0.0 -0.1 0.1
H -2.63211 12.39433 -4.10437 0.1 0.2 -0.2
H -3.65340 11.40335 -5.04892 0.2 -0.6 -0.1
H -1.46489 10.62889 -3.18742 0.3 1.0 -0.2
H -0.86862 10.14774 -4.73515 -0.5 -0.3 -0.4
C -6.48937 3.82424 3.71600 -1.1 1.1 -0.5
C -7.82387 4.27014 4.42741 0.0 -1.6 0.1
O -7.95155 5.68901 4.61358 0.5 1.5 -0.5
C -8.72087 6.47282 3.82324 -2.1 -3.1 -2.3
O -9.61557 6.06084 3.06181 2.7 1.3 2.3
C -8.36956 7.97348 3.84487 -0.1 -1.2 0.4
F -7.64257 8.29451 2.78672 -0.3 0.2 -0.9
F -9.51528 8.64510 3.88074 0.3 0.5 -0.1
F -7.61703 8.25367 4.88374 0.2 0.6 1.2
H -5.61251 4.14703 4.27727 -0.1 0.2 -0.1
H -6.51773 4.25908 2.71690 0.4 0.5 0.0
H -6.34519 2.77261 3.46823 -0.7 -0.2 0.7
H -7.83890 3.82697 5.42315 0.1 0.4 0.2
H -8.75025 3.90035 3.98791 0.3 0.0 -0.6
C -1.97355 2.89045 -7.26950 -1.8 -0.1 0.4
C -3.09480 3.67476 -8.03458 1.8 -1.0 -0.6
O -2.52961 4.99808 -8.23755 0.5 -0.5 1.5
C -2.93666 5.75947 -9.18854 -3.1 0.3 -2.2
O -3.89858 5.56260 -9.91555 1.2 0.1 0.7
C -2.14970 7.07085 -9.31636 0.2 -0.9 0.1
F -1.05635 6.95011 -8.61115 1.8 0.2 0.8
F -1.79602 7.30625 -10.57860 -0.4 0.2 -0.1
F -2.81636 8.09274 -8.81451 -0.7 0.6 -0.2
H -1.64318 3.41610 -6.37360 0.3 0.4 -0.4
H -1.16763 2.51761 -7.90163 0.0 0.5 0.0
H -2.46075 2.02684 -6.81681 0.0 -0.4 -0.3
H -4.08900 3.62865 -7.59013 0.3 0.7 0.4
H -3.21200 3.24185 -9.02803 -0.1 0.0 0.0
C 13.94138 -0.44396 6.09354 -0.7 -0.8 0.9
C 13.15885 -1.24442 5.05291 1.2 1.8 -0.8
O 11.77889 -1.02020 5.28268 -2.9 -1.0 -1.0
C 10.93232 -1.48219 4.28841 4.5 -1.6 -3.2
O 11.34226 -1.98412 3.20566 -1.5 1.8 4.0
C 9.45336 -1.37602 4.54242 0.4 0.4 0.7
F 9.26979 -0.57298 5.57931 -0.7 0.5 0.3
F 8.86307 -0.89804 3.46421 -0.4 0.3 -0.2
F 8.93068 -2.55851 4.83140 -0.2 -0.5 0.0
H 15.02020 -0.59322 6.04915 -0.1 -0.2 -0.2
H 13.57054 -0.79213 7.05757 0.3 0.2 0.3
H 13.73991 0.62578 6.03739 -0.1 -0.1 -0.2
H 13.37833 -2.31026 4.99021 0.1 0.2 0.0
H 13.38456 -0.69554 4.13865 0.1 -0.9 -0.6
C 4.98747 2.51809 -0.48717 0.7 -0.3 -0.4
C 6.51402 2.52335 -0.45276 -1.1 -0.3 -0.7
O 7.01620 3.17618 0.67461 0.9 1.7 2.4
C 6.97330 4.53792 0.87500 -1.0 -0.9 -5.2
O 6.64068 5.32586 -0.01638 0.6 -1.6 2.7
C 7.59638 4.95051 2.18603 -0.7 -0.8 0.0
F 6.76823 5.72006 2.85957 -0.6 0.3 0.7
F 7.91431 3.87866 2.90818 0.2 0.2 0.4
F 8.66301 5.65355 1.91717 1.4 0.5 -0.1
H 4.52663 1.94032 0.31402 0.3 0.1 0.3
H 4.83268 1.92330 -1.38737 -0.8 0.4 -0.3
H 4.57080 3.52531 -0.48667 -0.1 -0.2 -0.4
H 6.96650 2.87586 -1.37964 -0.2 0.7 0.0
H 6.81618 1.47634 -0.42911 0.4 0.1 0.7
```
Forces are in eV/Å.

Record 2
# C34H60N2O10S2

C34H60N2O10S2 as an isolated structure (ωB97M-V with the def2-TZVPD basis set, OMol25).

Values from the calculation:
Kohn-Sham gap   0.3004 hartree
Total charge   0
E   -2989.80873 hartree
LUMO   0.10 eV
HOMO level   -8.1 eV
F_max   0.8 eV/A

XYZ file:
```
108
Properties=species:S:1:pos:R:3:forces:R:3
C -1.12107 -2.77881 -1.30381 -0.3 0.1 -0.3
C -0.67500 -1.42839 -1.78527 -0.2 -0.4 0.0
C 0.40540 -0.76090 -1.29137 0.4 0.5 0.0
C 1.28473 -1.39331 -0.23768 -0.2 0.0 0.0
C 0.85746 -1.29720 1.24705 -0.4 0.0 0.2
C 0.12819 0.00814 1.62723 0.4 0.0 0.2
C 0.10347 -2.54917 1.75106 0.3 0.0 0.2
C 0.76787 0.54686 -1.83738 0.2 -0.3 0.3
C 1.93485 1.37316 -1.32209 -0.7 0.4 -0.2
C 1.49304 2.83406 -1.03868 0.2 -0.1 0.2
C 2.13923 3.46225 0.20639 -0.4 0.1 -0.2
S 1.01387 3.43432 1.64298 -0.1 -0.2 0.5
C 0.07143 1.09743 -2.86064 -0.1 0.2 -0.3
C -1.04390 0.42343 -3.40088 0.1 0.1 0.0
N -1.82316 0.83852 -4.40267 -0.2 -0.3 0.0
S -2.94607 -0.31793 -4.57899 0.2 0.3 -0.2
N -2.49082 -1.34896 -3.45327 -0.1 -0.3 0.2
C -1.41790 -0.83192 -2.84716 -0.1 0.1 -0.1
H -1.46855 -2.75766 -0.27575 0.1 0.0 0.0
H -1.96118 -3.11744 -1.90173 -0.1 0.0 0.0
H -0.33845 -3.53037 -1.40747 0.1 0.0 0.2
H 2.27113 -0.96356 -0.34325 0.2 -0.1 0.0
H 1.39343 -2.45157 -0.47795 0.1 0.0 0.0
H 1.78525 -1.31148 1.80776 0.1 0.1 -0.1
H 0.01093 0.71159 0.80388 -0.1 0.0 -0.1
H 0.69123 0.53166 2.40022 0.0 0.1 0.0
H -0.84902 -0.17867 2.06659 -0.2 0.0 -0.1
H 0.71322 -3.06771 2.49111 0.0 0.0 0.1
H -0.83181 -2.28931 2.24433 -0.1 0.0 -0.2
H -0.08768 -3.27617 0.96722 -0.1 0.0 0.1
H 2.66873 1.41439 -2.12399 0.3 -0.3 0.2
H 2.38653 0.93604 -0.44182 0.1 -0.1 0.1
H 1.72392 3.45050 -1.90760 0.0 0.1 0.0
H 0.41422 2.87549 -0.91281 -0.1 0.0 0.0
H 2.39185 4.50225 0.02677 0.2 0.0 0.0
H 3.03358 2.92465 0.50751 0.1 0.0 0.0
H 0.72019 4.73326 1.76026 0.2 0.1 -0.2
H 0.35401 2.05182 -3.28403 0.0 0.1 0.0
O -1.18445 1.51102 4.67728 0.0 -0.1 0.1
C -1.56800 2.62728 4.88413 -0.2 0.0 -0.1
O -1.06226 3.29793 5.94245 0.1 0.0 0.0
C -1.29807 4.69032 6.16084 -0.1 0.1 0.1
C -2.59225 4.94297 6.90608 0.0 -0.1 0.0
C -2.63559 3.27589 4.03348 0.2 0.2 -0.2
H -1.25282 5.24046 5.22005 0.0 0.0 0.0
H -0.45121 5.01989 6.76059 0.0 0.0 0.0
H -3.45766 4.61188 6.33216 0.0 0.0 0.0
H -2.70701 6.00701 7.11461 0.0 0.0 0.0
H -2.59179 4.40013 7.85107 0.0 0.0 0.0
H -3.61896 3.00500 4.41567 0.0 0.0 0.1
H -2.53412 2.88610 3.02361 0.0 -0.1 0.0
H -2.56630 4.35956 3.98078 -0.1 0.0 0.1
O -3.07175 -4.87127 0.03293 0.0 -0.1 -0.1
C -3.50144 -4.79588 1.15009 0.0 -0.1 0.1
O -2.72434 -4.22785 2.09228 0.0 0.1 0.0
C -3.18206 -3.92173 3.41150 0.0 0.0 0.2
C -3.04896 -5.10365 4.34846 0.0 -0.1 -0.1
C -4.84574 -5.37081 1.53477 -0.1 0.2 0.0
H -4.19962 -3.52933 3.38425 0.0 0.0 0.0
H -2.53767 -3.10839 3.74154 0.0 0.0 0.0
H -3.67481 -5.93956 4.03447 0.0 0.0 0.0
H -3.34061 -4.81800 5.35938 0.0 0.0 0.0
H -2.01580 -5.44958 4.36782 0.0 0.0 0.0
H -4.71143 -6.42402 1.77908 0.0 0.0 0.0
H -5.50145 -5.29557 0.67167 0.1 -0.1 -0.1
H -5.32363 -4.87183 2.37385 0.1 -0.1 0.1
O 3.34708 -2.92415 2.14617 0.1 -0.2 0.0
C 4.44609 -2.49601 2.36326 0.0 0.1 0.1
O 5.51030 -3.20191 1.93101 0.0 0.0 -0.1
C 6.84644 -2.69636 1.97702 0.1 0.0 0.0
C 7.50707 -2.94851 3.31646 -0.1 0.0 0.1
C 4.66123 -1.22945 3.16070 0.0 0.1 -0.2
H 6.86833 -1.64176 1.69976 0.0 0.0 0.0
H 7.37066 -3.23963 1.19278 0.0 0.0 0.0
H 6.99428 -2.42448 4.12311 0.0 0.0 0.0
H 8.54416 -2.61262 3.29521 0.0 0.0 0.0
H 7.48976 -4.01328 3.54781 0.0 0.0 0.0
H 4.67001 -1.48645 4.21939 0.0 0.0 0.0
H 3.81882 -0.56714 2.97444 -0.1 -0.1 0.1
H 5.57641 -0.69550 2.91853 0.0 0.0 0.1
O -5.39511 6.50161 -2.00212 0.0 0.0 0.0
C -5.13876 5.92405 -3.02216 0.1 0.0 0.0
O -5.23582 4.58120 -3.04645 -0.1 0.0 0.0
C -5.11373 3.81340 -4.24954 0.1 -0.1 -0.1
C -3.67168 3.49401 -4.58133 0.0 0.3 0.1
C -4.64861 6.65760 -4.25084 -0.2 0.0 -0.1
H -5.62898 4.30939 -5.07367 0.0 0.0 0.0
H -5.66184 2.89520 -4.04370 0.0 0.0 0.1
H -3.09742 4.40045 -4.77891 0.0 0.0 -0.1
H -3.60997 2.85315 -5.45938 0.0 0.0 0.0
H -3.19800 2.98025 -3.74902 0.0 -0.1 0.0
H -3.56800 6.77180 -4.17391 0.0 0.0 0.0
H -5.10280 7.64468 -4.25475 0.1 0.0 0.1
H -4.88450 6.16680 -5.19115 0.1 0.0 0.0
O 3.23477 -1.18771 -2.67619 0.1 0.0 -0.1
C 3.16381 -1.61206 -3.79708 -0.1 0.1 -0.1
O 4.27737 -2.13882 -4.34962 0.1 -0.1 0.1
C 4.26863 -2.82821 -5.60225 0.0 0.0 -0.1
C 4.40139 -1.88130 -6.77674 0.0 0.1 0.1
C 1.89827 -1.51751 -4.61533 -0.1 -0.2 0.1
H 3.38638 -3.46361 -5.68525 0.0 0.0 0.0
H 5.13188 -3.49001 -5.55563 0.0 0.0 0.0
H 3.55392 -1.19871 -6.83991 0.0 0.0 0.0
H 4.45919 -2.44246 -7.70974 0.0 0.0 0.0
H 5.30548 -1.28142 -6.67382 0.0 0.0 0.0
H 1.87129 -0.54225 -5.10124 0.0 0.0 0.0
H 1.05327 -1.58686 -3.93466 0.0 0.1 0.1
H 1.79561 -2.29269 -5.37019 0.0 0.1 -0.1
```
Forces are in eV/Å.

> Number 2 is which compound?

C34H60N2O10S2